The following is a DFT calculation (wB97M-V/def2-TZVPD) of a 2-piece molecular cluster, C10H16S overall in a non-equilibrium geometry.

Calculated values
M: 168.31 g mol⁻¹
SMILES: Cc1ccccc1.CCSC
Spin multiplicity: 1
HOMO: -8.226 eV
Energy above the lowest of the compared OMol25 structures with the same formula, charge and spin: 61.3 kcal per mole

Atoms and positions in Å:
C: 2.326 -0.717 -1.443
C: 0.964 -0.737 -1.964
C: 0.403 0.383 -2.592
C: -0.970 0.370 -2.733
C: -1.865 -0.549 -2.292
C: -1.225 -1.815 -1.869
C: 0.145 -1.899 -1.623
H: 2.525 0.107 -0.748
H: 3.123 -0.570 -2.217
H: 2.539 -1.674 -0.947
H: 1.014 1.305 -2.758
H: -1.477 1.191 -3.237
H: -2.949 -0.410 -2.308
H: -1.831 -2.712 -1.835
H: 0.491 -2.750 -0.948
C: 0.010 -0.521 3.153
C: -1.248 0.041 2.418
S: -1.427 1.799 1.983
C: 0.300 2.733 1.831
H: 0.942 0.065 3.000
H: 0.257 -1.477 2.803
H: -0.190 -0.416 4.177
H: -1.328 -0.556 1.487
H: -1.963 0.154 3.272
H: 0.898 2.208 2.495
H: 0.529 2.604 0.711
H: 0.008 3.841 2.185

How positive or negative is each atom? The Löwdin charges in e answer that: C -0.089; C -0.295; C -0.053; C -0.149; C -0.069; C -0.080; C -0.054; H 0.080; H 0.095; H 0.074; H 0.130; H 0.102; H 0.102; H 0.087; H 0.125; C -0.137; C -0.563; S 0.700; C -0.324; H 0.063; H 0.046; H 0.046; H 0.057; H 0.049; H -0.048; H 0.033; H 0.073